Computed, not measured: C5H8N2S in the gas phase at a distorted geometry, with ωB97M-V with the def2-TZVPD basis set.

Last column: Löwdin charge in e.
Atoms and positions in Å:
C -0.13962 1.97910 0.38721  -0.17
N -0.59846 0.78274 -0.18859  -0.28
C -1.96457 0.48949 -0.42067  -0.12
C 0.33111 -0.33888 -0.00144  -0.58
N -0.02013 -1.55215 -0.30337  0.04
C 1.03582 -2.35750 -0.17769  -0.23
C 2.15555 -1.68375 0.25853  -0.39
S 1.95876 0.05895 0.42921  1.04
H 0.18555 1.80495 1.45652  0.09
H 0.80814 2.34529 -0.24588  0.11
H -0.82219 2.76871 0.15976  0.07
H -2.39311 1.26234 -1.20027  0.11
H -2.00296 -0.52424 -0.85095  0.07
H -2.69589 0.50573 0.51162  0.11
H 1.06975 -3.41975 -0.16352  0.10
H 3.09226 -2.12102 0.34953  0.03

Relative energy (zero: lowest compared OMol25 entry of this formula, charge and spin) ... 1.770 eV
DFT total energy ... -702.9650 Eh
E_HOMO ... -7.9 eV
Structure (SMILES) ... CN(C)c1nccs1

---

Computed, not measured: C23H43FeN2O2P3 as an isolated structure at a distorted geometry, with ωB97M-V with the def2-TZVPD basis set.

Last column: Löwdin charge in e.
Atoms and positions in Å:
Fe 0.18031 0.72309 0.17486  0.36
P 2.07400 -0.77119 1.34459  0.80
P 2.01958 2.23492 0.27651  0.81
P -1.09881 -1.29944 0.14001  0.84
H -0.76380 2.54290 -1.40062  0.08
C -0.80161 1.46099 -1.15046  -0.30
C 0.34462 0.63421 -1.64244  -0.29
H 1.17107 1.17181 -2.14037  0.07
C 3.05568 -1.53592 -0.01186  -0.23
C 3.40996 -0.15747 2.46917  -0.23
C 1.60423 -2.22349 2.37456  -0.24
C 1.43329 3.61293 -0.77854  -0.23
C 2.45913 3.08295 1.84472  -0.21
C 3.70419 1.91270 -0.42518  -0.22
C -2.72608 -0.98075 -0.63840  -0.24
C -1.64611 -2.30144 1.57436  -0.21
C -0.38154 -2.58544 -0.98916  -0.23
H -1.83496 1.08008 -1.28399  0.06
H 0.09135 -0.31962 -2.12147  0.03
H 3.73860 -2.28862 0.40689  0.07
H 3.63742 -0.76948 -0.53750  0.03
H 2.38011 -2.01686 -0.73030  0.03
H 3.92450 -1.02425 2.91234  0.07
H 2.97251 0.42899 3.28776  0.05
H 4.15859 0.45565 1.95649  0.03
H 2.52245 -2.69618 2.75564  0.07
H 1.04395 -2.96525 1.79353  0.03
H 0.99138 -1.91417 3.23539  0.03
H 0.42880 3.91610 -0.45638  0.04
H 1.38946 3.29826 -1.82698  0.06
H 2.12338 4.46470 -0.67858  0.08
H 2.72422 4.12682 1.62308  0.07
H 3.30621 2.59539 2.34375  0.05
H 1.59890 3.07252 2.52293  0.04
H 4.17781 2.87124 -0.68828  0.07
H 3.62973 1.30379 -1.33496  0.04
H 4.36528 1.39884 0.28442  0.04
H -3.37751 -1.85599 -0.48892  0.07
H -2.62176 -0.77979 -1.71424  0.05
H -3.18883 -0.10977 -0.14625  0.06
H -2.74497 -2.29016 1.59769  0.06
H -1.28355 -1.90714 2.53220  0.02
H -1.30845 -3.34291 1.46943  0.07
H -1.20194 -3.19679 -1.39104  0.07
H 0.32418 -3.23056 -0.44850  0.05
H 0.15162 -2.14373 -1.83944  0.01
C -1.17152 -0.16404 -5.06861  -0.21
C -0.18083 -1.13217 -4.86588  0.04
C -0.49881 -2.48207 -5.05738  0.01
C -1.79748 -2.84331 -5.44822  0.05
C -2.74441 -1.85033 -5.74511  0.02
C -2.41436 -0.50022 -5.61553  0.06
O -0.88539 1.14140 -4.72133  0.17
H -1.64352 1.57044 -4.40815  0.10
H 0.79414 -0.83851 -4.46932  0.14
H 0.26465 -3.25784 -4.90291  0.14
H -2.07306 -3.89862 -5.57816  0.15
H -3.73749 -2.11754 -6.11637  0.15
H -3.09879 0.30851 -5.86377  0.15
N -2.51237 -0.26192 5.78468  0.21
C -1.51578 -0.35770 4.85581  -0.46
O -0.69629 -1.28572 4.86945  0.05
C -1.52698 0.67622 3.77565  -0.09
C -2.65657 1.42873 3.40533  0.05
C -2.58968 2.29550 2.31848  0.01
C -1.43518 2.33929 1.54677  -0.08
N -0.43513 1.43527 1.79659  -0.13
C -0.37218 0.77051 2.99554  -0.03
H -2.46412 -0.87101 6.57038  0.13
H -3.05777 0.59747 5.88024  0.12
H -3.57432 1.33445 3.97513  0.13
H -3.42906 2.91729 2.01740  0.13
H -1.29136 3.04185 0.72025  0.11
H 0.58704 0.32158 3.29260  0.11

Relative energy (zero: lowest compared OMol25 entry of this formula, charge and spin) ... 0.371 eV
DFT total energy ... -3448.8903 Eh
E_HOMO (alpha / beta) ... -15.4 / -17.2 eV
Spin multiplicity ... 6
Charge ... +3

---

Computed, not measured: C43H46F6GeN5O10PRb as an isolated structure, with ωB97M-V with the def2-TZVPD basis set.

Last column: Löwdin charge in e.
Atoms and positions in Å:
Rb -0.06772 0.69676 1.54975  1.06
C 4.34009 -2.55842 0.02197  -0.02
N 4.14928 -1.24724 0.61910  -0.13
C 4.32159 -1.16899 2.06470  -0.04
C 3.46371 -0.30914 -0.07792  -0.44
O 3.10761 -0.44374 -1.23682  0.07
C 3.21124 0.99884 0.65955  -0.13
O 2.16112 1.68920 0.01118  -0.18
C 2.08906 3.03443 0.40580  -0.15
C 0.66108 3.57576 0.26256  -0.45
O -0.27742 2.84449 -0.02185  -0.08
N 0.50584 4.90642 0.45452  -0.13
C -0.82162 5.48646 0.29012  -0.03
C 1.56578 5.78597 0.90177  -0.04
H 3.72880 -3.30660 0.53598  0.09
H 5.38786 -2.85787 0.09989  0.09
H 4.05323 -2.51374 -1.02406  0.08
H 4.97611 -1.98312 2.36824  0.09
H 3.36414 -1.27533 2.58104  0.09
H 4.80849 -0.23929 2.35744  0.09
H 4.12909 1.60058 0.61841  0.15
H 2.96762 0.84428 1.71724  0.11
H 2.73197 3.66685 -0.22172  0.14
H 2.40065 3.15637 1.44978  0.12
H -1.38895 4.87892 -0.40837  0.08
H -0.72276 6.49704 -0.11047  0.09
H -1.36093 5.52261 1.23775  0.08
H 2.31691 5.24452 1.47371  0.09
H 1.14345 6.53890 1.56688  0.09
H 2.05033 6.29998 0.06469  0.09
O -7.53358 -1.09974 -0.47843  -0.06
C -6.87984 0.07717 -0.92617  -0.22
C -5.50610 0.16164 -0.32876  -0.20
C -4.72520 1.28709 -0.55952  -0.01
C -3.43573 1.31613 -0.05638  -0.13
N -2.89295 0.30906 0.62473  0.09
C -3.63894 -0.77369 0.84093  -0.22
C -4.95662 -0.87928 0.40001  0.03
C -2.94356 -1.92074 1.49420  -0.21
C -3.24693 -3.23356 1.14444  0.05
C -2.49214 -4.25679 1.69500  -0.18
C -2.63563 -5.68025 1.23886  -0.19
O -3.89581 -5.86685 0.60879  -0.06
C -1.51276 -3.92679 2.62224  -0.01
C -1.28021 -2.59050 2.90938  -0.11
N -1.95251 -1.60347 2.32185  0.10
H -8.38594 -1.16199 -0.91923  0.09
H -7.45438 0.96881 -0.65717  0.13
H -6.76034 0.06380 -2.01555  0.12
H -5.09845 2.13169 -1.12912  0.12
H -2.79296 2.17538 -0.23314  0.10
H -5.53842 -1.76682 0.60721  0.12
H -4.00651 -3.45424 0.40685  0.12
H -2.52205 -6.35358 2.09374  0.13
H -1.81604 -5.88508 0.54043  0.12
H -3.86417 -6.68890 0.11096  0.09
H -0.88509 -4.68664 3.07296  0.12
H -0.45005 -2.30020 3.54430  0.12
O 0.36710 -5.65814 -0.88030  0.12
C 0.46121 -4.47758 -0.65220  -0.25
C 0.01923 -3.33148 -1.52722  -0.33
O -0.41991 -3.40148 -2.66855  0.06
C 0.19521 -2.13057 -0.76827  -0.21
C 0.82969 -2.34242 0.47815  -0.34
O 1.19910 -1.57199 1.37680  -0.13
C 1.02618 -3.83406 0.59950  -0.29
O 1.53126 -4.41137 1.53068  0.11
O -0.21913 -0.94005 -1.24055  -0.12
F 1.12428 2.43087 3.38008  -0.25
P 0.46676 1.94679 4.81906  0.14
F 1.17734 0.50262 4.58175  -0.17
F -0.84185 1.38089 4.01126  -0.28
F 1.76616 2.50742 5.56986  -0.14
F -0.25751 3.38438 4.93357  -0.16
F -0.17709 1.46652 6.20001  -0.14
N -2.74779 3.45331 2.52305  0.05
H -3.48940 2.81192 2.78889  0.02
H -2.10745 3.44566 3.31512  0.00
H -2.24694 2.97277 1.78124  -0.04
C -4.83676 -2.20368 -4.33702  -0.09
C -3.79902 -2.09736 -5.25700  -0.09
C -2.56036 -1.61933 -4.85622  -0.09
C -2.33386 -1.23321 -3.53489  -0.24
C -3.38281 -1.33821 -2.62896  -0.08
C -4.62435 -1.82626 -3.01930  -0.08
Ge -0.58187 -0.58622 -2.99641  1.03
C 0.83316 -1.03406 -4.25661  -0.24
C 0.78261 -0.40405 -5.50024  -0.12
C 1.73821 -0.65972 -6.47602  -0.10
C 2.78211 -1.53219 -6.20555  -0.10
C 2.86278 -2.13963 -4.95922  -0.08
C 1.89305 -1.89668 -3.99693  -0.08
C -0.56984 1.35448 -2.97651  -0.24
C 0.65803 2.01753 -2.98604  -0.09
C 0.71359 3.39644 -3.11564  -0.09
C -0.45956 4.13604 -3.22266  -0.10
C -1.68705 3.48934 -3.20317  -0.09
C -1.73562 2.10317 -3.09172  -0.10
H -5.80125 -2.58978 -4.64610  0.10
H -3.94893 -2.39955 -6.28646  0.10
H -1.75644 -1.57826 -5.58417  0.09
H -3.22204 -1.05653 -1.59280  0.08
H -5.42015 -1.92148 -2.28686  0.09
H -0.00612 0.31073 -5.71993  0.10
H 1.66642 -0.16729 -7.43850  0.10
H 3.53370 -1.73056 -6.96072  0.09
H 3.68361 -2.80724 -4.72640  0.10
H 1.98671 -2.37176 -3.03085  0.09
H 1.58059 1.45136 -2.88915  0.11
H 1.67611 3.89713 -3.13224  0.10
H -0.41439 5.21440 -3.32419  0.10
H -2.60919 4.05314 -3.29047  0.10
H -2.70071 1.60236 -3.10596  0.09

Relative energy (zero: lowest compared OMol25 entry of this formula, charge and spin) ... 0.000 eV
DFT total energy ... -5734.3558 Eh
E_HOMO ... -5.3 eV
Charge ... -1